Density functional theory data (ωB97M-V with the def2-TZVPD basis set) for a structure of composition C25H35InN5 at a distorted geometry.

M in g mol⁻¹: 520.41
E in eV: -39110.802
HOMO energy in eV: -4.86
Frontier orbital gap in eV: 7.31

```
! wB97M-V def2-TZVPD RIJCOSX def2/J DEFGRID3
* xyz -1 1
C 0.28156 3.54195 -0.92067
C 1.54215 3.22262 -0.65504
C 2.98087 2.48744 -0.40575
C 3.36542 2.33968 1.15432
C 2.59237 1.16219 1.96085
In 1.16768 -0.10116 0.74112
H -0.78075 3.57842 -1.38591
H 3.06662 1.48984 -0.99689
H 3.76182 3.20064 -0.88979
H 3.26856 3.33955 1.73714
H 4.50357 2.07246 1.20119
H 3.38777 0.46141 2.45406
H 2.05873 1.68217 2.86159
H 0.30620 -1.29299 1.80706
H -0.13724 0.93201 0.00991
H 2.02312 -0.89925 -0.64974
N -1.27368 -3.59640 -3.10910
C -0.79648 -3.00875 -1.96718
C 0.06130 -3.89489 -1.36078
C 0.10831 -5.05804 -2.16923
C -0.72274 -4.84462 -3.24260
H -1.92736 -3.17600 -3.75144
H -1.10881 -2.01381 -1.68445
H 0.59701 -3.72375 -0.43756
H 0.68677 -5.95261 -1.98647
H -0.97048 -5.47146 -4.08697
N -0.37369 -5.06302 1.93574
C -1.20990 -5.02348 3.01849
C -0.53401 -5.54360 4.09652
C 0.75986 -5.90472 3.64819
C 0.83099 -5.59383 2.31122
H -0.60829 -4.74874 1.00512
H -2.21210 -4.63106 2.92889
H -0.92781 -5.65064 5.09730
H 1.55257 -6.34300 4.23791
H 1.63306 -5.70561 1.59634
N 3.30387 5.94689 -0.94902
C 4.38019 6.56742 -0.37383
C 4.79966 7.56429 -1.22270
C 3.94070 7.54765 -2.34850
C 3.02563 6.54079 -2.15023
H 2.79342 5.17139 -0.54882
H 4.75522 6.24622 0.58689
H 5.63207 8.23191 -1.05074
H 3.98555 8.20008 -3.20907
H 2.20329 6.19611 -2.75998
N -1.44142 6.26298 0.07699
C -2.53954 6.17806 -0.73626
C -3.63940 6.56212 -0.00658
C -3.18692 6.89645 1.29286
C -1.82587 6.70492 1.31417
H -0.49566 6.03567 -0.19384
H -2.44451 5.85095 -1.76137
H -4.65675 6.59914 -0.36943
H -3.78949 7.24001 2.12169
H -1.10011 6.84359 2.10194
N -3.61610 -5.77286 -1.08102
C -3.40370 -7.12164 -1.18210
C -4.10819 -7.73904 -0.17620
C -4.77464 -6.72567 0.55512
C -4.45480 -5.52276 -0.02765
H -3.21704 -5.07238 -1.68852
H -2.76985 -7.52487 -1.95809
H -4.14062 -8.80288 0.01117
H -5.41797 -6.86061 1.41299
H -4.75000 -4.51282 0.21671
*
```